Entry 1:
# C26H64I2O13P

A cluster of 8 separate species, C26H64I2O13P in total in a non-equilibrium geometry (the ωB97M-V functional and the def2-TZVPD basis, OMol25).

Properties
LUMO level, eV: 1.90
Net charge: -1
E_HOMO, eV: -4.6085

Structure (XYZ):
```
106
Properties=species:S:1:pos:R:3:lowdin_charge:R:1
C 0.739 -1.752 0.245 0.04
C 2.105 -2.178 -0.239 -0.57
O 2.158 -2.950 -1.114 0.13
O 3.263 -1.780 0.319 -0.01
C 3.435 -0.350 0.473 -0.16
C 4.185 0.198 -0.741 -0.11
C 3.927 1.710 -1.066 -0.56
C 5.292 2.432 -0.842 -0.61
I 5.635 2.380 1.324 0.95
C 5.307 3.900 -1.297 -0.76
C 6.296 4.827 -0.555 -0.28
I 5.910 4.025 -3.387 0.85
C 3.317 1.741 -2.515 -0.24
O 1.911 1.966 -2.421 -0.32
P 1.752 3.209 -1.201 0.52
C 0.435 2.314 -0.157 -0.28
C -0.844 1.997 -0.939 -0.15
C -1.657 0.996 -0.150 -0.55
O -1.564 0.940 1.028 0.09
O -2.502 0.117 -0.756 0.08
O 3.015 2.386 -0.267 -0.36
H 0.010 -2.159 -0.438 0.08
H 0.639 -0.679 0.324 0.06
H 0.555 -2.184 1.226 0.08
H 2.524 0.207 0.661 0.10
H 4.054 -0.210 1.349 0.07
H 3.957 -0.458 -1.572 0.11
H 5.246 0.065 -0.553 0.09
H 6.134 1.934 -1.305 0.06
H 4.337 4.349 -1.162 0.05
H 5.851 5.266 0.327 0.05
H 6.500 5.650 -1.233 0.02
H 7.252 4.351 -0.377 0.05
H 3.365 0.803 -3.066 0.11
H 3.730 2.458 -3.221 0.00
H 0.707 3.864 -1.981 0.00
H 1.836 4.271 -0.215 -0.01
H 2.669 3.952 -2.048 -0.01
H 0.149 3.023 0.614 0.06
H 0.822 1.446 0.363 0.05
H -1.422 2.906 -1.062 0.11
H -0.633 1.632 -1.939 0.09
H -2.512 -0.650 -0.166 0.10
C -2.007 5.542 2.084 -0.09
C -1.423 6.767 1.402 -0.32
O -1.229 6.541 0.013 -0.08
H -1.351 4.681 1.946 0.06
H -2.140 5.719 3.154 0.07
H -2.977 5.281 1.651 0.07
H -0.449 7.011 1.825 0.11
H -2.084 7.633 1.537 0.10
H -2.085 6.333 -0.378 0.08
C -1.370 -2.462 -4.254 -0.09
C -0.084 -1.715 -3.954 -0.31
O -0.299 -0.310 -3.995 -0.08
H -1.754 -2.179 -5.236 0.08
H -1.208 -3.543 -4.237 0.07
H -2.138 -2.211 -3.524 0.05
H 0.681 -1.946 -4.696 0.11
H 0.305 -1.990 -2.967 0.09
H -0.964 -0.098 -3.330 0.06
C -4.789 -5.081 -2.407 -0.08
C -3.511 -4.320 -2.117 -0.30
O -3.746 -2.922 -2.155 -0.10
H -5.178 -4.807 -3.390 0.08
H -4.623 -6.161 -2.384 0.07
H -5.554 -4.830 -1.675 0.05
H -2.751 -4.554 -2.860 0.10
H -3.110 -4.568 -1.127 0.10
H -4.414 -2.720 -1.487 0.06
C -0.509 -5.945 0.504 -0.08
C -1.188 -6.412 1.778 -0.32
O -2.430 -7.056 1.498 -0.09
H -1.155 -5.256 -0.040 0.06
H 0.434 -5.441 0.722 0.07
H -0.309 -6.792 -0.157 0.08
H -1.404 -5.562 2.425 0.11
H -0.545 -7.109 2.327 0.11
H -2.244 -7.815 0.934 0.08
C 2.016 -4.014 3.251 -0.09
C 2.445 -2.924 4.214 -0.32
O 3.861 -2.774 4.218 -0.08
H 2.477 -4.965 3.523 0.08
H 0.929 -4.133 3.257 0.07
H 2.333 -3.785 2.231 0.06
H 2.142 -3.169 5.231 0.11
H 1.988 -1.967 3.940 0.11
H 4.131 -2.543 3.322 0.08
C 0.916 5.322 5.518 -0.10
C 1.479 5.146 4.119 -0.31
O 2.275 6.272 3.755 -0.09
H 0.315 6.231 5.574 0.07
H 0.294 4.471 5.801 0.07
H 1.723 5.423 6.249 0.07
H 0.675 5.065 3.390 0.09
H 2.090 4.240 4.055 0.11
H 2.994 6.339 4.392 0.07
C -8.964 -2.570 -1.795 -0.09
C -7.714 -3.407 -1.598 -0.32
O -6.641 -2.594 -1.117 -0.09
H -8.772 -1.762 -2.502 0.08
H -9.788 -3.179 -2.170 0.07
H -9.273 -2.108 -0.854 0.07
H -7.397 -3.847 -2.541 0.10
H -7.895 -4.216 -0.883 0.11
H -6.923 -2.216 -0.276 0.09
```

***

Entry 2:
# C2H4N4O2

The molecule C2H4N4O2 in a non-equilibrium geometry (the ωB97M-V functional and the def2-TZVPD basis, OMol25).

Properties
LUMO level, eV: -0.63
Net charge: 0
E_HOMO, eV: -8.7077
Structure (SMILES): Cn1onn/c1=N/O
ΔE to the lowest compared entry with this formula, charge and spin, eV: 7.306

Structure (XYZ):
```
12
Properties=species:S:1:pos:R:3:lowdin_charge:R:1
C -0.160 1.430 0.150 -0.03
C 0.372 -1.084 -0.127 -0.45
H 0.285 1.520 1.179 0.10
H -0.178 2.342 -0.370 0.07
H -1.291 1.041 0.610 0.18
H -2.684 -1.130 0.000 0.21
N 0.405 0.237 -0.335 -0.07
N 2.476 -0.787 -0.253 0.10
N 1.579 -1.661 0.151 0.13
N -0.832 -1.652 0.037 0.05
O 1.840 0.384 -0.482 -0.05
O -1.811 -0.638 -0.560 -0.23
```

***

Entry 3:
# C4H5ORb

A structure of composition C4H5ORb in a non-equilibrium geometry (the ωB97M-V functional and the def2-TZVPD basis, OMol25).

Properties
LUMO level (alpha / beta), eV: 1.96 / 2.40
Spin multiplicity: 2
Net charge: -1
E_HOMO (alpha / beta), eV: -1.6669 / -1.8210
ΔE to the lowest compared entry with this formula, charge and spin, eV: 1.020

Structure (XYZ):
```
11
Properties=species:S:1:pos:R:3:lowdin_charge:R:1
C 2.746 -2.615 3.018 -0.26
C 1.304 -2.337 2.991 -0.35
C 0.449 -2.452 1.422 -0.09
C -0.052 -1.436 0.821 -0.34
O -0.515 -0.469 0.281 -0.03
Rb -1.002 2.479 -2.349 -0.01
H 2.970 -3.651 2.702 -0.05
H 3.303 -1.942 2.341 -0.04
H 1.051 -1.325 3.341 0.05
H 0.715 -3.025 3.619 0.05
H 0.413 -3.469 1.040 0.07
```

***

Entry 4:
# C10H34B2N2O3Zn

A structure of composition C10H34B2N2O3Zn in a non-equilibrium geometry (the ωB97M-V functional and the def2-TZVPD basis, OMol25).

Properties
LUMO level, eV: 0.36
Net charge: 0
E_HOMO, eV: -9.0816

Structure (XYZ):
```
52
Properties=species:S:1:pos:R:3:lowdin_charge:R:1
Zn 19.734 14.132 3.198 0.51
B 21.647 15.340 3.995 -0.38
H 20.783 15.932 3.378 -0.02
H 21.568 14.166 3.716 -0.03
H 22.702 15.847 3.727 -0.02
H 21.479 15.390 5.192 -0.03
B 18.156 14.857 1.761 -0.37
H 18.614 14.214 0.845 -0.01
H 19.029 15.551 2.200 -0.02
H 17.194 15.470 1.399 -0.01
H 17.821 14.052 2.580 -0.04
C 18.029 8.378 4.261 -0.09
O 18.372 9.716 3.960 -0.21
C 18.235 10.038 2.588 -0.22
C 18.420 11.536 2.475 -0.18
N 19.693 12.009 3.096 -0.06
C 20.895 11.531 2.382 -0.16
C 21.164 12.300 1.101 -0.16
O 20.995 13.681 1.413 -0.32
C 21.663 14.608 0.590 -0.07
H 18.648 7.672 3.696 0.09
H 16.984 8.184 3.987 0.09
H 18.150 8.258 5.333 0.09
H 17.215 9.821 2.246 0.13
H 18.965 9.457 2.013 0.12
H 17.599 11.997 3.023 0.11
H 18.296 11.853 1.440 0.12
H 19.621 11.441 3.943 0.11
H 20.850 10.471 2.113 0.12
H 21.727 11.666 3.075 0.13
H 20.383 12.088 0.359 0.13
H 22.167 12.148 0.705 0.13
H 21.393 14.457 -0.461 0.10
H 22.748 14.557 0.707 0.10
H 21.315 15.593 0.893 0.10
C 19.545 13.294 6.704 -0.04
C 18.290 13.775 5.972 -0.36
C 17.314 14.400 6.936 -0.22
O 17.985 15.372 7.695 -0.18
C 17.284 15.760 8.840 -0.11
N 18.741 14.785 4.956 0.04
H 20.148 14.101 7.108 0.08
H 20.105 12.566 6.120 0.07
H 19.220 12.730 7.592 0.09
H 17.876 12.927 5.427 0.13
H 16.829 13.624 7.544 0.13
H 16.500 14.896 6.379 0.13
H 17.927 16.394 9.449 0.09
H 16.948 14.905 9.442 0.09
H 16.375 16.344 8.622 0.09
H 19.312 15.451 5.476 0.08
H 17.941 15.342 4.660 0.10
```

***

Entry 5:
# C5H9NO

The molecule C5H9NO in a non-equilibrium geometry (the ωB97M-V functional and the def2-TZVPD basis, OMol25).

Properties
LUMO level, eV: -2.21
Net charge: 0
E_HOMO, eV: -8.6861
ΔE to the lowest compared entry with this formula, charge and spin, eV: 6.372

Structure (XYZ):
```
16
Properties=species:S:1:pos:R:3:lowdin_charge:R:1
C -2.248 -0.017 0.786 -0.10
N 2.144 0.531 -0.865 0.00
C 2.871 -0.057 0.134 -0.40
O 2.518 -0.228 1.290 0.00
C 0.833 0.739 -0.556 -0.20
C -0.331 -0.679 -0.552 -0.10
C -1.526 -0.016 -0.569 -0.10
H -1.777 0.480 1.640 0.08
H -2.615 -0.946 1.231 0.09
H 3.874 -0.405 -0.180 0.11
H 0.524 1.508 -1.258 0.10
H 0.848 1.239 0.419 0.12
H 0.080 -1.073 0.386 0.11
H 0.216 -1.261 -1.296 0.11
H -3.102 0.648 0.577 0.07
H -2.311 -0.463 -1.187 0.12
```

***

Entry 6:
# C6H17N4O

A cluster of 2 separate species, C6H17N4O in total in a non-equilibrium geometry (the ωB97M-V functional and the def2-TZVPD basis, OMol25).

Properties
LUMO level, eV: -2.61
Net charge: +1
E_HOMO, eV: -13.7405
ΔE to the lowest compared entry with this formula, charge and spin, eV: 1.332

Structure (XYZ):
```
28
Properties=species:S:1:pos:R:3:lowdin_charge:R:1
C -0.973 0.381 -1.541 -0.15
C -0.977 -0.109 -2.995 -0.05
C -2.067 -0.055 -0.662 -0.52
O -1.948 -0.055 0.566 -0.01
N -3.130 -0.655 -1.232 0.21
H -0.069 0.183 -1.074 0.07
H -1.030 1.457 -1.508 0.13
H -0.326 -0.889 -3.166 0.04
H -0.801 0.652 -3.756 0.09
H -3.901 -0.954 -0.665 0.13
H -3.293 -0.636 -2.175 0.06
H -1.939 -0.681 -3.297 0.10
C 1.613 1.274 2.179 -0.14
C 1.424 2.357 1.174 -0.10
C 1.121 -1.104 1.186 -0.42
N 0.738 0.087 1.610 0.07
N 2.484 -1.440 1.245 0.14
N 0.258 -2.126 0.826 0.15
H 2.708 0.970 2.285 0.13
H 1.120 1.315 3.105 0.10
H 1.736 3.342 1.593 0.10
H 0.354 2.637 1.006 0.09
H -0.330 0.356 1.384 0.17
H 2.962 -1.117 2.119 0.13
H 2.693 -2.312 0.732 0.12
H -0.794 -2.095 0.670 0.13
H 0.531 -2.938 0.179 0.15
H 1.837 2.154 0.212 0.07
```

***

Entry 7:
# C4H4N2OS

The molecule C4H4N2OS in a non-equilibrium geometry (the ωB97M-V functional and the def2-TZVPD basis, OMol25).

Properties
LUMO level, eV: -0.50
Net charge: 0
E_HOMO, eV: -8.4383
Structure (SMILES): Nc1ncc(C=S)o1
ΔE to the lowest compared entry with this formula, charge and spin, eV: 0.513

Structure (XYZ):
```
12
Properties=species:S:1:pos:R:3:lowdin_charge:R:1
C 1.709 -0.282 -0.001 -0.45
C 0.720 1.569 -0.001 -0.06
C -0.246 0.598 -0.009 -0.35
C -1.666 0.650 0.004 -0.64
H 3.564 -1.067 0.166 0.10
H 2.346 -2.181 0.198 0.10
H 0.588 2.622 0.042 0.12
H -2.049 1.687 0.005 0.07
N 2.630 -1.276 -0.051 0.20
N 1.968 1.018 0.004 0.13
O 0.431 -0.609 -0.010 0.11
S -2.699 -0.600 0.002 0.67
```

***

Entry 8:
# C4H6NP

The molecule C4H6NP in a non-equilibrium geometry (the ωB97M-V functional and the def2-TZVPD basis, OMol25).

Properties
LUMO level (alpha / beta), eV: -1.09 / -1.18
Net charge: 0
E_HOMO (alpha / beta), eV: -7.4573 / -7.3785
Structure (SMILES): CC(C)=NC#P
ΔE to the lowest compared entry with this formula, charge and spin, eV: 3.094

Structure (XYZ):
```
12
Properties=species:S:1:pos:R:3:lowdin_charge:R:1
C -1.219 2.056 -0.595 -0.69
C -0.006 -0.244 0.191 -0.29
C 1.192 0.081 0.927 -0.06
C -0.378 -1.476 -0.542 -0.06
N -0.685 0.913 -0.283 0.01
P -1.972 3.556 -1.036 0.55
H 1.064 0.916 1.597 0.09
H 2.085 0.264 0.427 0.07
H 1.304 -0.680 1.657 0.07
H 0.255 -1.523 -1.479 0.11
H -1.407 -1.420 -0.914 0.08
H -0.234 -2.443 0.051 0.10
```